No. 1
60
Properties=species:S:1:pos:R:3:forces:R:3:lowdin_charge:R:1 method="wB97M-V/def2-TZVPD" gap_ev=9.44 homo_energy_ev=-8.775 total_charge=0 e_lumo_ev=0.660
C -3.7134 -1.9488 1.1370 0.4 0.0 -0.2 -0.06
C -2.4327 -1.9457 0.3205 -0.2 -0.1 -0.1 -0.24
H -2.6030 -1.4990 -0.6667 0.0 -0.1 0.1 0.11
O -1.4594 -1.1882 1.0276 0.1 0.1 0.0 -0.08
C -0.1948 -1.2058 0.4758 0.4 -0.2 0.4 -0.32
C 0.8054 -0.5513 1.4385 -0.1 -0.4 -0.1 -0.19
C 0.8136 -1.2402 2.8070 -0.3 0.4 -0.1 -0.14
C -0.2820 -0.7348 3.7412 0.0 -0.4 0.3 -0.18
H -1.2552 -0.8643 3.2694 0.0 0.1 0.1 0.11
C -0.2665 -1.4800 5.0767 0.3 0.1 -0.4 -0.28
O -1.3151 -1.0893 5.9297 -0.4 0.2 0.3 -0.07
H -1.2648 -0.1363 6.0646 0.0 -0.1 0.0 0.08
H -0.4114 -2.5505 4.9134 0.1 0.0 0.0 0.12
H 0.7060 -1.3357 5.5729 -0.1 -0.1 -0.1 0.12
H -0.1322 0.3334 3.9254 0.0 0.1 0.0 0.12
H 1.7828 -1.0623 3.2798 0.0 -0.1 0.0 0.11
H 0.7034 -2.3179 2.6668 0.1 -0.1 0.0 0.13
H 0.4999 0.4928 1.5580 0.0 0.0 -0.1 0.16
C 2.2016 -0.5976 0.7859 -0.3 0.1 -0.1 -0.22
C 2.0984 -0.2178 -0.6620 -0.2 -0.1 0.0 0.04
C 0.9386 -0.1514 -1.3127 0.4 -0.3 0.2 -0.16
O -0.2602 -0.5167 -0.7673 -0.1 0.1 -0.2 0.01
C 0.9209 0.2507 -2.7605 0.2 0.0 0.0 -0.38
O 1.8399 -0.1006 -3.4837 0.1 -0.1 0.0 0.07
N -0.0880 1.0229 -3.2080 -0.2 0.1 -0.2 -0.04
C -1.2128 1.5451 -2.4723 -0.4 0.0 0.4 -0.12
H -1.1243 1.3211 -1.4129 0.0 0.1 -0.1 0.12
C -2.5052 0.9476 -3.0305 0.1 0.3 0.1 -0.18
N -2.6199 1.2757 -4.4392 0.0 -0.1 0.0 -0.23
C -3.8833 0.8457 -4.9954 0.0 0.0 0.0 -0.10
H -4.0202 -0.2464 -4.9511 0.0 0.0 0.0 0.09
H -3.9383 1.1605 -6.0362 -0.1 0.0 -0.1 0.08
H -4.6941 1.3204 -4.4446 -0.1 0.0 0.0 0.08
C -1.4898 0.7304 -5.1710 0.2 0.2 0.0 -0.18
C -0.1899 1.3157 -4.6224 0.1 -0.3 -0.4 -0.12
H 0.6757 0.8805 -5.1232 -0.1 0.1 0.0 0.12
H -0.1913 2.4014 -4.7620 0.0 0.0 0.0 0.13
H -1.5938 1.0007 -6.2239 0.0 0.0 0.0 0.12
H -1.4508 -0.3717 -5.0954 0.0 0.0 0.0 0.13
H -3.3615 1.3722 -2.5018 0.0 0.0 0.0 0.12
H -2.4962 -0.1453 -2.8634 0.0 0.0 0.0 0.12
H -1.2382 2.6321 -2.6147 0.0 -0.1 0.0 0.13
H 3.0035 0.0415 -1.1854 0.0 0.0 -0.2 0.13
C 3.1481 0.3312 1.5034 0.1 -0.1 0.1 -0.20
C 4.1596 -0.1616 2.3174 -0.1 0.1 -0.1 -0.03
C 5.0125 0.6956 2.9904 0.1 0.2 0.1 -0.12
C 4.8487 2.0608 2.8414 0.2 0.1 0.1 -0.68
C 3.8537 2.5776 2.0290 0.1 0.1 0.1 -0.12
C 3.0096 1.7082 1.3651 0.0 -0.1 0.1 -0.02
H 2.2372 2.1036 0.7221 -0.1 0.1 -0.1 0.12
H 3.7432 3.6452 1.9170 0.0 0.1 0.0 0.10
Br 6.0146 3.2516 3.7672 -0.1 -0.1 -0.1 0.72
H 5.7963 0.3065 3.6219 0.1 0.0 0.0 0.10
H 4.2916 -1.2284 2.4266 0.0 -0.1 0.0 0.12
H 2.5907 -1.6212 0.8632 0.0 0.1 0.1 0.16
H 0.1260 -2.2480 0.2616 -0.1 0.2 0.0 0.18
H -2.0591 -2.9707 0.1776 0.0 0.1 0.0 0.13
H -4.4788 -2.5207 0.6203 -0.1 0.0 0.0 0.08
H -3.5326 -2.3924 2.1122 0.0 -0.1 0.1 0.08
H -4.0628 -0.9303 1.2798 -0.1 0.1 0.0 0.08



No. 2
62
Properties=species:S:1:pos:R:3:forces:R:3:lowdin_charge:R:1 method="wB97M-V/def2-TZVPD" gap_ev=7.80 homo_energy_ev=-10.651 total_charge=+1 e_above_lowest_kcal_mol=9.4 e_lumo_ev=-2.849
Pd 0.1941 -0.4035 -1.1000 0.4 0.3 -0.1 0.65
Br -1.9719 0.1621 -2.9198 0.1 0.0 -0.2 0.85
C -3.1188 -0.3911 -1.5052 0.2 0.0 0.1 -0.58
C -4.4481 -0.2897 -1.7769 -0.2 -0.1 0.1 -0.13
C -5.3947 -0.7002 -0.8134 0.1 0.1 -0.1 -0.06
C -4.9644 -1.2078 0.3725 0.0 0.0 0.1 -0.02
C -3.5825 -1.3152 0.6688 0.0 -0.1 0.1 -0.15
C -3.1749 -1.8504 1.9219 -0.1 0.0 -0.1 -0.02
C -1.8592 -1.9482 2.2419 0.1 0.1 -0.1 -0.07
C -0.8826 -1.4927 1.3218 -0.1 -0.1 0.4 -0.13
C -1.2357 -0.9964 0.1102 0.0 0.1 -0.3 -0.25
C -2.6065 -0.8888 -0.2745 -0.1 -0.1 0.0 -0.20
H -4.7758 0.0929 -2.7333 0.0 0.0 0.0 0.10
H -6.4502 -0.6184 -1.0339 0.0 0.0 0.0 0.11
H -5.6749 -1.5430 1.1182 0.0 0.0 0.0 0.12
H -3.9393 -2.1721 2.6184 0.0 0.0 0.0 0.12
H -1.5497 -2.3506 3.1980 0.0 0.0 0.0 0.11
H 0.1590 -1.5256 1.6121 0.0 0.0 0.0 0.08
O 1.6256 0.4519 -2.8287 0.0 0.0 0.3 0.05
C 1.6284 -0.2610 -3.7830 0.0 -0.2 -0.4 -0.24
O 1.2552 -1.5873 -3.7427 0.1 0.2 -0.2 0.07
H 1.9011 0.0230 -4.7991 0.0 -0.1 0.0 0.17
C 3.0734 2.5503 1.7829 0.0 0.0 0.0 -0.05
C 2.2014 1.4196 1.2975 -0.1 0.1 0.0 -0.26
O 0.8230 1.8781 1.2147 0.2 -0.1 0.1 -0.25
P -0.0721 1.5615 -0.0603 -0.2 -0.3 0.1 0.64
O 0.3375 2.6249 -1.1528 0.0 0.1 0.0 -0.26
C 0.9056 3.9460 -0.9551 -0.1 0.0 0.0 -0.25
C 2.1341 4.0773 -1.8183 0.0 0.0 0.0 -0.06
O -1.5198 1.8256 0.4827 0.0 0.3 -0.1 -0.24
C -1.9426 2.6946 1.5697 0.0 0.0 0.0 -0.22
C -1.8997 4.1537 1.1869 0.0 0.0 0.0 -0.06
H 4.0603 2.1656 2.0413 0.0 0.0 0.0 0.09
H 2.6407 3.0041 2.6746 0.0 0.0 0.0 0.09
H 3.1957 3.3192 1.0197 0.0 0.0 0.0 0.07
H 2.2113 0.5816 1.9928 0.0 0.0 0.0 0.11
H 2.5229 1.0549 0.3194 0.0 0.0 0.0 0.10
H 1.1423 4.0809 0.0993 0.0 0.0 0.0 0.10
H 0.1361 4.6623 -1.2371 0.0 0.0 0.0 0.12
H 2.8810 3.3315 -1.5415 0.0 0.0 0.0 0.08
H 2.5701 5.0687 -1.6919 0.0 0.0 0.0 0.09
H 1.8803 3.9404 -2.8690 0.0 0.0 0.0 0.08
H -1.3192 2.4803 2.4362 0.0 0.0 0.0 0.12
H -2.9582 2.3698 1.7787 0.0 0.0 0.0 0.13
H -0.8762 4.5170 1.1069 0.0 0.0 0.0 0.06
H -2.4012 4.7418 1.9565 0.0 0.0 0.0 0.09
H -2.4168 4.3192 0.2412 0.0 0.0 0.0 0.09
C 3.1332 -4.6914 -0.9813 0.1 -0.1 -0.1 -0.17
Si 1.9651 -3.5925 -0.0557 -0.3 -0.1 0.0 0.46
C 0.6451 -4.5531 0.8171 -0.1 -0.1 0.1 -0.16
C 2.9042 -2.4404 1.0484 0.1 0.2 0.2 -0.17
C 1.1740 -2.5250 -1.3876 0.2 0.1 -0.6 -0.07
C 1.1375 -2.0650 -2.5216 -0.2 -0.1 0.6 -0.21
H 3.4970 -5.4910 -0.3316 0.0 0.0 0.0 0.04
H 3.9960 -4.1271 -1.3407 0.0 0.0 0.0 0.04
H 2.6426 -5.1567 -1.8385 0.0 0.0 0.0 0.04
H 1.0946 -5.3955 1.3490 0.0 0.0 0.0 0.04
H -0.0825 -4.9517 0.1074 0.0 0.0 0.0 0.05
H 0.1067 -3.9423 1.5419 0.0 -0.1 0.0 0.01
H 3.2997 -2.9933 1.9044 0.0 0.0 0.0 0.05
H 2.2909 -1.6214 1.4312 0.0 -0.1 0.0 0.00
H 3.7514 -2.0100 0.5095 0.0 0.0 0.0 0.04



No. 3
63
Properties=species:S:1:pos:R:3:forces:R:3:lowdin_spin:R:1 method="wB97M-V/def2-TZVPD" gap_ev="4.37 / 6.09" homo_energy_ev="-1.911 / -3.630" total_charge=-1 multiplicity=5 e_lumo_ev="2.458 / 2.458"
O 0.8152 -1.3218 -3.4312 1.5 -0.8 0.2 0.32
C 0.1479 -0.9268 -4.4389 -0.5 -1.2 -2.8 0.36
C 0.2969 -1.7064 -5.6640 -0.5 1.2 1.3 0.07
C 1.1816 -2.8110 -5.6889 0.2 -0.4 -0.4 0.10
H 1.7639 -3.0261 -4.7951 -0.1 0.1 -0.2 0.01
C 1.2835 -3.5999 -6.8292 -0.2 0.4 0.3 0.00
H 1.9761 -4.4410 -6.8337 -0.1 0.1 -0.1 0.00
C 0.5034 -3.3129 -7.9583 0.1 -0.2 -0.2 0.13
H 0.5826 -3.9361 -8.8476 0.0 0.1 0.1 0.01
C -0.3803 -2.2227 -7.9425 0.0 0.4 0.4 0.00
H -0.9888 -2.0037 -8.8257 0.2 -0.1 0.3 0.00
C -0.4799 -1.4202 -6.8069 0.1 -0.3 -0.6 0.09
H -1.1524 -0.5633 -6.7582 0.0 -0.2 -0.2 0.00
H -0.5820 -0.1135 -4.3321 0.2 -0.4 -0.3 0.02
C 0.8850 1.8409 -3.5223 1.0 0.2 -0.1 0.04
C 0.0421 1.2065 -2.5229 -0.5 -1.3 2.6 0.20
H 1.0792 2.8844 -3.2417 0.0 0.1 -0.2 0.01
H 0.4270 1.8177 -4.5158 0.2 0.0 0.1 0.01
H 1.8503 1.3230 -3.5588 -0.1 0.1 -0.2 0.00
C -0.4083 1.6615 -1.3503 0.2 0.5 -0.2 0.00
C 0.0710 2.9178 -0.6530 -0.3 0.5 -0.3 0.00
H -1.1990 1.1407 -0.8034 0.6 -0.3 0.0 0.01
H 0.5030 3.6485 -1.3561 -0.1 -0.2 0.3 0.00
H 0.8361 2.6722 0.1000 -0.2 0.0 -0.2 0.00
H -0.7676 3.3971 -0.1331 0.2 0.0 0.0 0.00
Fe 0.3932 -1.0003 -1.6640 -2.5 1.8 0.1 2.60
Cl 2.3249 -0.4902 -0.7861 0.9 0.2 0.4 0.02
Cl -1.8430 -1.0251 -2.0970 -0.5 -0.5 0.0 0.01
C 1.8361 0.8997 2.4932 -1.2 -0.4 -0.5 0.00
O 0.6606 0.5463 2.3817 1.4 0.4 0.3 0.00
N 2.3458 1.4848 3.6016 0.1 0.1 0.4 0.00
C 1.5332 1.6468 4.7912 0.2 0.1 0.0 0.00
C 3.7297 1.9063 3.6983 -0.2 -0.2 -0.1 0.00
H 2.5691 0.7739 1.6719 -0.2 0.0 0.1 0.00
H 0.5119 1.3346 4.5782 0.1 0.0 0.0 0.00
H 1.5478 2.6954 5.1091 -0.1 -0.1 -0.1 0.00
H 1.9414 1.0509 5.6170 -0.1 0.0 -0.1 0.00
H 4.2017 1.7874 2.7186 0.0 0.1 0.2 0.00
H 4.2762 1.3059 4.4397 -0.1 0.1 -0.1 0.00
H 3.7875 2.9576 4.0104 0.0 -0.1 -0.1 0.00
H -5.4966 0.9144 2.8499 0.1 0.0 0.0 0.00
H -6.3423 -0.8573 0.9002 0.1 0.1 -0.1 0.00
C -4.9992 1.3977 1.9990 -0.1 -0.1 -0.1 0.00
C -5.7538 -0.1891 0.2517 0.4 -0.1 0.1 0.00
N -4.6558 0.4239 0.9823 -0.5 0.2 0.2 0.00
H -4.0894 1.8921 2.3391 -0.1 -0.1 -0.1 0.00
C -3.3629 0.0848 0.7614 0.9 0.1 0.1 0.00
O -2.3990 0.5938 1.3294 -0.9 -0.4 -0.3 0.00
H -5.3311 -0.7697 -0.5780 -0.2 0.1 0.2 0.00
H -3.2465 -0.7045 -0.0094 0.0 0.3 0.2 0.00
H -5.6981 2.1291 1.5786 0.1 0.0 0.1 0.00
H -6.4262 0.5881 -0.1395 0.2 -0.2 0.0 0.00
Cl -0.9536 -6.3300 -0.0389 -0.1 -0.6 -0.2 0.00
C -0.7804 -4.7059 0.4737 0.2 1.3 0.1 0.00
C -1.0338 -4.3527 1.8056 0.0 0.2 -0.3 0.00
C -0.8935 -3.0143 2.1662 0.1 -0.2 -0.3 0.00
C -0.4395 -2.1033 1.2095 0.0 0.2 0.2 0.00
N -0.2015 -2.4566 -0.0524 0.4 -0.3 -0.7 -0.01
C -0.3930 -3.7265 -0.4543 -0.2 0.1 1.1 0.00
H -1.3371 -5.1220 2.5149 0.0 0.2 -0.2 0.00
H -1.1210 -2.6400 3.1641 0.1 -0.3 -0.2 0.00
H -0.2605 -1.0555 1.4734 -0.1 -0.4 -0.2 0.00
H -0.2424 -3.9643 -1.5044 0.0 0.1 0.2 0.00



| no. | molar mass (g mol⁻¹) |
| --- | --- |
| 1 | 467.40 |
| 2 | 620.87 |
| 3 | 547.71 |